[1]
DFT (ωB97M-V/def2-TZVPD) results for a single C15H29NO4S molecule.

Geometry as XYZ:
```
50
Properties=species:S:1:pos:R:3:lowdin_charge:R:1
C -0.5664 -5.1244 -6.9711 -0.12
C -0.8334 -5.3780 -5.4918 -0.27
C -0.2493 -4.3002 -4.5768 -0.23
C -0.9764 -2.9615 -4.6879 -0.22
C -0.3700 -1.8695 -3.8054 -0.22
C -0.5541 -2.1197 -2.3100 -0.23
C -0.0552 -0.9432 -1.4741 -0.22
C -0.2150 -1.1969 0.0231 -0.22
C 0.2667 -0.0104 0.8527 -0.18
C 0.1100 -0.2748 2.3476 -0.18
O 0.6265 0.7999 3.1309 0.02
C -0.1924 1.8529 3.3068 -0.56
O -1.3239 1.9338 2.8955 0.10
N 0.4362 2.8251 4.0127 0.12
C -0.2540 4.0189 4.4368 -0.35
C 0.2727 5.2624 3.6899 -0.16
C 1.6904 5.5313 4.1585 -0.19
S 1.7529 4.8028 5.8392 0.69
O 2.0495 5.7968 6.8306 -0.32
O 2.5870 3.6296 5.8041 -0.32
C 0.0072 4.2672 5.9089 -0.14
H -0.9388 -5.9533 -7.5689 0.07
H -1.0593 -4.2169 -7.3095 0.06
H 0.5017 -5.0243 -7.1525 0.07
H -1.9106 -5.4469 -5.3236 0.11
H -0.3952 -6.3410 -5.2183 0.10
H 0.8069 -4.1581 -4.8184 0.11
H -0.3100 -4.6553 -3.5465 0.10
H -0.9411 -2.6204 -5.7240 0.10
H -2.0266 -3.0992 -4.4195 0.12
H -0.8418 -0.9165 -4.0584 0.11
H 0.6958 -1.7773 -4.0278 0.11
H -1.6132 -2.2866 -2.1004 0.12
H -0.0105 -3.0187 -2.0149 0.11
H -0.6108 -0.0435 -1.7477 0.12
H 0.9984 -0.7621 -1.6994 0.12
H -1.2665 -1.3886 0.2471 0.12
H 0.3517 -2.0884 0.3021 0.12
H -0.3125 0.8785 0.5949 0.12
H 1.3181 0.1929 0.6377 0.12
H -0.9469 -0.4216 2.5934 0.13
H 0.6865 -1.1507 2.6525 0.13
H 1.3584 2.6506 4.3912 0.12
H -1.3145 3.8633 4.2074 0.15
H -0.3754 6.1076 3.9248 0.12
H 0.2306 5.0869 2.6151 0.13
H 2.4375 5.0127 3.5666 0.10
H 1.9342 6.5845 4.2384 0.10
H -0.5883 5.0757 6.3186 0.11
H -0.0670 3.3747 6.5199 0.12
```

Computed properties:
Strongest force on any atom = 0.804 eV/Å
SMILES = CCCCCCCCCCOC(=O)N[C@@H]1CCS(=O)(=O)C1
2S+1 = 1
E_HOMO = -10.012 eV
Energy relative to the best compared isomer or geometry (same formula, charge and spin) = 0.0825 eV
Charge = 0
Orbital gap = 10.672 eV
LUMO energy = 0.0242 Eh

[2]
DFT (ωB97M-V/def2-TZVPD) results for a molecular structure, C21H24N3O2RuS2 at a distorted geometry.

Geometry as XYZ:
```
53
Properties=species:S:1:pos:R:3:lowdin_charge:R:1
Ru -0.1981 -0.2605 -0.4479 0.75
O -0.6256 1.3886 3.2952 0.05
C -0.3393 0.7959 2.2618 -0.43
N -0.4933 1.1803 0.9575 -0.02
C -0.7611 2.4535 0.5108 -0.45
O -1.0610 3.4269 1.1875 0.04
C -0.5865 2.5459 -0.9516 -0.19
C -0.4911 3.7869 -1.5781 -0.03
C -0.2548 3.8730 -2.9294 -0.10
C -0.1473 2.6812 -3.6535 -0.07
C -0.2479 1.4856 -2.9749 -0.15
N -0.4518 1.3893 -1.6582 -0.06
C 0.4090 -0.5991 2.2943 -0.38
C 0.1426 -1.2874 3.5947 -0.08
C -0.0939 -2.6105 3.6579 -0.16
C -0.1635 -3.3962 2.4647 -0.16
C -0.1901 -2.7276 1.2621 -0.22
N -0.0354 -1.4135 1.1174 -0.14
H -0.5849 4.6589 -0.9437 0.11
H -0.1393 4.8282 -3.4269 0.09
H 0.0196 2.6891 -4.7219 0.09
H -0.1604 0.5431 -3.5048 0.08
H 0.0984 -0.6509 4.4686 0.09
H -0.2621 -3.0920 4.6184 0.08
H -0.3137 -4.4671 2.4996 0.05
H -0.3785 -3.2735 0.3423 0.06
C 2.5427 -1.6178 -4.1680 -0.18
C 1.4734 -1.4983 -3.0955 -0.85
S 2.0222 -0.7522 -1.6108 0.49
C 0.2261 -1.9738 -3.2715 -0.86
C -0.2087 -2.7041 -4.5212 -0.17
S -1.0246 -1.8736 -2.0481 0.45
H 3.4166 -1.0442 -3.8636 0.03
H 2.1940 -1.2276 -5.1293 0.06
H 2.8494 -2.6591 -4.3167 0.06
H 0.5736 -2.7291 -5.2825 0.04
H -1.0990 -2.2292 -4.9436 0.05
H -0.4785 -3.7341 -4.2675 0.06
C 2.8351 0.9000 4.1529 -0.06
C 3.0061 -0.0452 2.9441 -0.59
C 3.3901 -1.4483 3.4561 -0.06
C 4.1654 0.4794 2.0882 -0.08
C 1.7872 -0.0461 2.0576 0.03
H 3.7736 0.9871 4.7209 0.07
H 2.0526 0.5374 4.8209 0.07
H 2.5370 1.8907 3.8060 0.08
H 4.3743 -1.4262 3.9460 0.07
H 3.4261 -2.1458 2.6179 0.09
H 2.6539 -1.8175 4.1649 0.06
H 5.1103 0.4574 2.6442 0.07
H 3.9681 1.5095 1.7802 0.08
H 4.2693 -0.1284 1.1867 0.08
H 1.8724 0.5324 1.1431 0.07
```

Computed properties:
Strongest force on any atom = 2.400 eV/Å
2S+1 = 2
E_HOMO (alpha / beta) = 0.138 / 0.113 eV
Energy relative to the best compared isomer or geometry (same formula, charge and spin) = 2.1463 eV
Charge = -2
Orbital gap (alpha / beta) = 4.822 / 4.850 eV
LUMO energy (alpha / beta) = 0.1823 / 0.1824 Eh

[3]
DFT (ωB97M-V/def2-TZVPD) results for a molecular structure, C4H11NORb at a distorted geometry.

Geometry as XYZ:
```
18
Properties=species:S:1:pos:R:3:lowdin_charge:R:1
Rb -19.6638 -4.4965 21.3786 0.95
C -23.8962 -1.3929 23.8433 -0.04
C -24.2142 -1.5075 22.3492 -0.51
C -25.3178 -0.5507 21.9128 -0.20
O -25.2326 -0.2170 20.5272 -0.22
C -25.6275 -1.3212 19.6141 -0.04
N -23.0420 -1.2871 21.6420 0.04
H -23.6069 -0.3802 24.1241 0.09
H -23.1194 -2.1441 23.9860 0.07
H -24.7762 -1.7285 24.3919 0.08
H -24.5770 -2.4876 22.0395 0.13
H -25.2429 0.4232 22.3965 0.13
H -26.3394 -0.6089 22.2883 0.13
H -24.9739 -2.1613 19.8491 0.07
H -25.5994 -1.0327 18.5633 0.09
H -26.6624 -1.5876 19.8289 0.09
H -22.6183 -0.4644 22.0466 0.08
H -23.4564 -0.8605 20.8257 0.06
```

Computed properties:
Strongest force on any atom = 3.169 eV/Å
2S+1 = 1
E_HOMO = -12.204 eV
Energy relative to the best compared isomer or geometry (same formula, charge and spin) = 1.8422 eV
Charge = +1
Orbital gap = 7.958 eV
LUMO energy = -0.1560 Eh

[4]
DFT (ωB97M-V/def2-TZVPD) results for a single C3H3FN2 molecule at a distorted geometry.

Geometry as XYZ:
```
9
Properties=species:S:1:pos:R:3:lowdin_charge:R:1
C -0.6829 0.7450 0.3639 -0.08
C -1.1328 -0.7075 0.3112 -0.34
C 1.3593 0.1034 -0.4453 -0.17
N 0.5038 0.9890 0.0296 0.08
N -0.3633 -1.5860 -0.0577 0.10
F 2.5412 -0.0474 0.1357 0.09
H -1.3814 1.5449 0.5566 0.11
H -2.1789 -0.8247 0.5857 0.08
H 1.3350 -0.2168 -1.4798 0.14
```

Computed properties:
Strongest force on any atom = 1.967 eV/Å
2S+1 = 1
E_HOMO (alpha / beta) = -8.354 / -8.370 eV
Energy relative to the best compared isomer or geometry (same formula, charge and spin) = 3.4361 eV
Charge = 0
Orbital gap (alpha / beta) = 7.840 / 7.855 eV
LUMO energy (alpha / beta) = -0.0189 / -0.0189 Eh

[5]
DFT (ωB97M-V/def2-TZVPD) results for a single C4H5N3 molecule at a distorted geometry.

Geometry as XYZ:
```
12
Properties=species:S:1:pos:R:3:lowdin_charge:R:1
H 1.3609 1.7389 1.9194 0.04
N 1.1477 1.0376 1.2501 0.12
C -0.1170 1.0834 1.0794 -0.20
N -0.6583 0.4496 -0.1444 -0.05
C -0.8331 -0.9655 0.1029 -0.07
C 0.3328 -0.4048 -0.7388 -0.28
C 0.2231 -0.5475 -2.1813 -0.17
N 0.2171 -0.6857 -3.3406 0.14
H -0.8613 1.5395 1.6787 0.11
H -0.5552 -1.2802 1.1291 0.12
H -1.6134 -1.5497 -0.4012 0.11
H 1.3566 -0.4156 -0.3533 0.13
```

Computed properties:
Strongest force on any atom = 3.383 eV/Å
SMILES = [H]/N=C/N1C[C@H]1C#N
2S+1 = 1
E_HOMO = -10.425 eV
Energy relative to the best compared isomer or geometry (same formula, charge and spin) = 2.9045 eV
Charge = 0
Orbital gap = 11.198 eV
LUMO energy = 0.0284 Eh

[6]
DFT (ωB97M-V/def2-TZVPD) results for 2 unconnected molecules or ions with the total composition BrH2N2O3S at a distorted geometry.

Geometry as XYZ:
```
9
Properties=species:S:1:pos:R:3:lowdin_charge:R:1
N 0.1616 0.5967 0.0009 0.05
N 0.6862 0.0241 -1.9518 -0.67
O 0.6865 -2.1283 -3.1055 -0.39
O 1.0758 -2.1460 -0.6839 -0.43
O -1.1389 -1.6228 -1.5591 -0.38
S 0.2885 -1.6488 -1.7965 0.20
Br 2.4271 0.1598 -2.0249 0.67
H -0.8141 0.3619 -0.1891 -0.02
H 0.5698 -0.2609 0.3822 -0.03
```

Computed properties:
Strongest force on any atom = 4.775 eV/Å
2S+1 = 1
E_HOMO = -5.400 eV
Energy relative to the best compared isomer or geometry (same formula, charge and spin) = 4.6301 eV
Charge = -1
Orbital gap = 8.445 eV
LUMO energy = 0.1119 Eh

[7]
DFT (ωB97M-V/def2-TZVPD) results for 9 unconnected molecules or ions with the total composition C15H13Cl25O6 at a distorted geometry.

Geometry as XYZ:
```
59
Properties=species:S:1:pos:R:3:lowdin_charge:R:1
O -0.5910 -3.4263 1.9191 0.08
C -0.8865 -3.1700 0.8111 -0.78
Cl -1.8837 -4.2944 -0.1391 0.66
C -0.5388 -1.8852 0.0862 -0.13
C -1.3113 -0.7427 0.7085 -0.09
C -2.5315 -0.2799 0.3912 -0.08
C -3.4672 -0.7248 -0.7018 -0.13
O -4.7213 -1.2597 -0.2922 -0.11
O -4.5329 -1.7897 1.0321 -0.06
C -2.7910 0.8881 1.3114 -0.45
O -3.7793 1.3715 1.7108 0.20
O -1.5098 1.3379 1.6607 0.09
C -0.7721 0.1555 1.7945 -0.46
O 0.0492 -0.0023 2.6125 0.17
H 0.5471 -1.7208 0.2163 0.10
H -0.7182 -1.9125 -0.9900 0.02
H -3.7196 0.1608 -1.3131 0.15
H -2.9674 -1.4596 -1.3524 0.11
H -5.3367 -2.3298 1.1125 0.12
Cl -0.7047 -0.0353 -2.7245 0.60
C 0.6166 -0.2436 -3.8914 -1.53
Cl 1.3374 1.3096 -4.2833 0.55
Cl 1.8172 -1.3785 -3.2872 0.50
H 0.1899 -0.6585 -4.7968 -0.06
Cl 3.0711 -1.7394 2.1949 0.56
C 4.1160 -2.3052 0.8981 -1.54
Cl 3.3149 -2.0688 -0.6627 0.50
Cl 5.6825 -1.5010 0.9288 0.54
H 4.2826 -3.3662 1.0315 0.01
Cl -4.7362 -0.0724 5.3160 0.55
C -3.2510 -1.0066 5.1693 -1.50
Cl -3.4197 -2.5935 5.9178 0.54
Cl -2.7850 -1.1693 3.4748 0.73
H -2.4627 -0.4726 5.6839 0.02
Cl -2.0869 5.2570 3.5530 0.53
C -1.0737 4.8152 2.1782 -1.55
Cl -1.8318 5.2754 0.6528 0.53
Cl 0.5263 5.5326 2.3227 0.50
H -0.9637 3.7376 2.1772 -0.01
Cl 3.4573 3.6043 3.7608 0.49
C 3.0367 4.0049 5.4258 -1.55
Cl 4.0632 5.3032 6.0373 0.52
Cl 1.3371 4.4532 5.5176 0.51
H 3.1999 3.1302 6.0416 0.01
Cl 2.1810 -5.4554 -3.4951 0.54
C 0.4689 -5.3464 -3.9008 -1.52
Cl -0.2747 -3.9628 -3.1057 0.51
Cl 0.2402 -5.2273 -5.6457 0.51
H -0.0202 -6.2464 -3.5515 0.02
Cl 3.8842 5.9354 0.6032 0.52
C 5.2689 4.9471 0.1421 -1.55
Cl 5.0696 3.2868 0.7016 0.51
Cl 5.5266 4.9947 -1.6020 0.53
H 6.1483 5.3572 0.6209 0.01
Cl -0.5002 -2.5744 -7.2185 0.51
C -0.9231 -1.1246 -8.1311 -1.53
Cl -0.9461 0.2980 -7.0822 0.55
Cl 0.1783 -0.8845 -9.4831 0.54
H -1.9207 -1.2568 -8.5291 0.01
```

Computed properties:
Strongest force on any atom = 1.720 eV/Å
SMILES = O=C(Cl)CC1=C(COO)C(=O)OC1=O.ClC(Cl)Cl.ClC(Cl)Cl.ClC(Cl)Cl.ClC(Cl)Cl.ClC(Cl)Cl.ClC(Cl)Cl.ClC(Cl)Cl.ClC(Cl)Cl
2S+1 = 1
E_HOMO = -10.116 eV
Charge = 0
Orbital gap = 9.309 eV
LUMO energy = -0.0297 Eh

[8]
DFT (ωB97M-V/def2-TZVPD) results for a single C5H14N2 molecule at a distorted geometry.

Geometry as XYZ:
```
21
Properties=species:S:1:pos:R:3:lowdin_charge:R:1
C 1.8263 -0.2290 0.9731 -0.07
C 0.9363 0.3966 -0.1045 -0.38
N 1.2753 -0.0832 -1.4362 0.03
C -0.7053 0.2165 0.1162 -0.61
C -1.0737 -1.2655 0.0085 -0.05
C -1.3877 1.0022 -1.0005 -0.07
N -1.0642 0.8632 1.3621 0.06
H 1.6661 -1.3056 1.0321 0.07
H 2.8768 -0.0342 0.7531 0.08
H 1.6110 0.2100 1.9448 0.07
H 1.1012 1.4794 -0.1061 0.13
H 2.1651 0.2961 -1.7387 0.08
H 1.3293 -1.0958 -1.4465 0.07
H -0.8398 -1.6511 -0.9805 0.08
H -2.1435 -1.3818 0.1850 0.08
H -0.5483 -1.8564 0.7574 0.07
H -0.9840 0.7125 -1.9659 0.06
H -2.4595 0.8066 -0.9947 0.08
H -1.2251 2.0676 -0.8581 0.08
H -0.3480 0.2456 1.8658 0.08
H -2.0083 0.6063 1.6334 0.08
```

Computed properties:
Strongest force on any atom = 3.496 eV/Å
SMILES = C[C@@H](N)C(C)(C)N
2S+1 = 1
E_HOMO = -9.192 eV
Energy relative to the best compared isomer or geometry (same formula, charge and spin) = 0.6788 eV
Charge = 0
Orbital gap = 10.179 eV
LUMO energy = 0.0363 Eh

- Which of these has the lowest charge?
  C21H24N3O2RuS2

- Which of these has the highest strongest force on any atom?
  BrH2N2O3S

- What is the formula in the second record?
  C21H24N3O2RuS2